# 1
Entry from the OMol25 dataset: a structure of composition C5H11NOS in a non-equilibrium geometry (ωB97M-V/def2-TZVPD).

Its HOMO energy is -8.764 eV. The HOMO-LUMO gap is 9.55 eV. The calculation puts the relative energy (zero: lowest compared OMol25 entry of this formula, charge and spin) at 75.8 kcal per mole. The lowest unoccupied orbital energy comes out at 0.8 eV.

Geometry (Å):
C 0.77794 -0.82257 -1.27139
C 1.43359 0.16719 -0.34652
C 1.32070 -0.44823 1.04494
C -0.13120 1.87619 0.32927
C -2.74422 -0.80155 0.06570
H 0.44327 -0.40928 -2.20209
H 1.39466 -1.73756 -1.46417
H -0.13003 -1.30305 -0.75822
H 2.49197 0.35347 -0.70831
H 1.88126 0.16758 1.73895
H 0.23620 -0.52554 1.30780
H 1.80843 -1.49782 1.24122
H -0.24889 3.00618 0.31039
H 0.01839 1.52496 1.38933
H -3.24562 -0.55098 -0.95104
H -3.01363 -1.63482 0.60864
N -1.74841 -0.14950 0.47917
O 1.02856 1.53462 -0.37789
S -1.57297 1.25070 -0.43578


# 2
Entry from the OMol25 dataset: an isolated molecule of C5H11NOS in a non-equilibrium geometry (ωB97M-V/def2-TZVPD).

Its SMILES is CN[C@@H]1C[C@@H](S)[C@@H]1O. Its HOMO energy is -8.826 eV. The HOMO-LUMO gap is 9.76 eV. The calculation puts the relative energy (zero: lowest compared OMol25 entry of this formula, charge and spin) at 63.6 kcal per mole. The lowest unoccupied orbital energy comes out at 0.9 eV.

Geometry (Å):
C 2.59817 0.14205 -0.47409
N 1.21643 -0.12536 -0.84392
C 0.25973 0.49696 -0.03655
C -0.24963 -0.21477 1.23929
C -1.64737 -0.38214 0.68753
S -2.77731 0.60955 1.76912
C -1.15673 0.23409 -0.63685
O -1.10640 -0.75117 -1.57171
H 3.06807 -0.53334 0.27818
H 2.64899 1.17804 -0.07888
H 3.30909 -0.01445 -1.35562
H 1.08944 -0.01009 -1.86426
H 0.58217 1.51714 0.10357
H 0.40045 -1.09014 1.36480
H -0.24959 0.45721 2.08619
H -1.93669 -1.45469 0.49119
H -3.87191 0.26682 1.13658
H -1.69578 1.13824 -1.06192
H -0.48114 -1.46394 -1.23266


# 3
Entry from the OMol25 dataset: a structure of composition C5H11NOS in a non-equilibrium geometry (ωB97M-V/def2-TZVPD).

Its HOMO energy is -8.068 eV. The HOMO-LUMO gap is 4.65 eV. The calculation puts the relative energy (zero: lowest compared OMol25 entry of this formula, charge and spin) at 143.0 kcal per mole. The lowest unoccupied orbital energy comes out at -3.4 eV.

Geometry (Å):
C 0.82027 1.00584 -0.71900
C -0.22751 0.52351 -1.67506
C -0.99211 -0.66732 -1.08467
S -1.94185 -0.25488 0.40661
C 1.84332 0.08461 -0.38418
N 2.39180 0.21071 0.96926
C 1.36904 -0.03301 2.00902
O 2.23800 -0.86978 -1.11123
H -4.96841 -0.24059 0.20850
H 0.69947 1.82371 -0.11234
H 0.30014 0.17161 -2.57935
H -0.91203 1.32237 -1.85887
H -0.26282 -1.36885 -0.84283
H -1.67016 -1.10441 -1.89874
H -5.00219 0.13449 0.88691
H 3.15768 -0.47229 0.99839
H 0.41429 0.44978 1.69220
H 1.62655 0.43179 2.96882
H 1.11653 -1.14728 2.12657


# 4
Entry from the OMol25 dataset: an isolated molecule of C5H11NOS in a non-equilibrium geometry (ωB97M-V/def2-TZVPD).

Its SMILES is CNC(=O)CCCS. Its HOMO energy is -9.098 eV. The HOMO-LUMO gap is 9.83 eV. The calculation puts the relative energy (zero: lowest compared OMol25 entry of this formula, charge and spin) at 25.0 kcal per mole. The lowest unoccupied orbital energy comes out at 0.7 eV.

Geometry (Å):
C -0.01907 -0.12874 2.72708
N -0.64790 1.07087 2.12830
C -0.52813 1.29182 0.76984
O -1.17630 2.13263 0.18877
C 0.56691 0.54584 -0.01256
C -0.15556 0.02561 -1.28615
C 0.71217 -0.97529 -2.03473
S -0.07406 -2.19428 -3.12046
H 1.04978 -0.02348 2.76854
H -0.39582 -0.17720 3.74977
H -0.34262 -1.04623 2.25639
H -1.57972 1.13813 2.49157
H 1.13088 -0.18696 0.54709
H 1.18149 1.35924 -0.39483
H -1.19020 -0.21607 -1.06928
H -0.32569 0.90427 -1.90628
H 1.47970 -0.41372 -2.56140
H 1.14035 -1.67219 -1.31053
H -0.82621 -1.43424 -3.93115


# 5
Entry from the OMol25 dataset: an isolated molecule of C5H11NOS in a non-equilibrium geometry (ωB97M-V/def2-TZVPD).

Its HOMO energy is -7.940 eV. The HOMO-LUMO gap is 8.56 eV. The calculation puts the relative energy (zero: lowest compared OMol25 entry of this formula, charge and spin) at 118.8 kcal per mole. The lowest unoccupied orbital energy comes out at 0.6 eV.

Geometry (Å):
C 0.17076 0.29984 0.98044
C -0.67580 -0.51106 -0.03328
C -1.64141 0.49099 -0.74369
C -1.35546 -1.74946 0.62725
C 2.49161 1.36344 -0.39979
N 1.47972 -1.32113 -0.52323
O 0.16360 -0.90788 -1.08168
S 1.86813 -0.16391 0.48994
H 0.13830 1.33345 0.82677
H -0.01709 0.07486 1.99124
H -2.01112 1.24755 -0.00338
H -2.58699 -0.02441 -1.20566
H -1.10518 0.99854 -1.45661
H -1.92976 -2.22371 -0.24387
H -2.09327 -1.34635 1.43742
H -0.55910 -2.52826 0.99525
H 1.57954 1.79402 -1.04681
H 3.24513 1.15842 -1.01764
H 2.83837 2.01507 0.40733


# 6
Entry from the OMol25 dataset: an isolated molecule of C5H11NOS in a non-equilibrium geometry (ωB97M-V/def2-TZVPD).

Its SMILES is C=[S@@](N)(=O)C1(C)CC1. Its HOMO energy is -8.311 eV. The HOMO-LUMO gap is 9.17 eV. The calculation puts the relative energy (zero: lowest compared OMol25 entry of this formula, charge and spin) at 119.7 kcal per mole. The lowest unoccupied orbital energy comes out at 0.9 eV.

Geometry (Å):
C -0.16855 0.19330 2.37731
S -0.30314 -0.65688 0.97219
N 0.82673 -1.89234 0.55659
O -1.56452 -1.40285 0.83917
C 0.06988 0.35631 -0.39189
C 1.07717 1.42610 -0.30554
C -1.26353 0.65990 -1.14477
C -0.20991 -0.22073 -1.76833
H -0.57372 -0.43520 3.08118
H 0.69239 0.81138 2.74558
H 0.76715 -1.96402 -0.39780
H 0.57002 -2.74186 0.98794
H 2.02874 1.11260 -0.04855
H 0.80629 2.22881 0.34688
H 1.00974 2.01466 -1.27789
H -1.51493 1.65660 -1.44822
H -2.08799 0.13927 -0.73243
H -0.60822 -1.25139 -1.71243
H 0.44640 -0.03366 -2.67901


# 7
Entry from the OMol25 dataset: an isolated molecule of C5H11NOS in a non-equilibrium geometry (ωB97M-V/def2-TZVPD).

Its SMILES is CC(C)[C@]1(O)CN1S. Its HOMO energy is -8.898 eV. The HOMO-LUMO gap is 9.57 eV. The calculation puts the relative energy (zero: lowest compared OMol25 entry of this formula, charge and spin) at 85.9 kcal per mole. The lowest unoccupied orbital energy comes out at 0.7 eV.

Geometry (Å):
C -1.38349 0.49599 -0.85336
C -0.41835 -0.63373 -0.58064
C 0.31761 -1.06384 -1.84080
C 0.50376 0.00822 0.45050
O 1.30091 1.02942 -0.02273
C 1.08708 -0.76528 1.58620
N -0.10345 0.15919 1.78065
S 0.21536 1.62157 2.71117
H -0.88628 1.48455 -1.14779
H -1.85324 0.62833 0.17175
H -2.04139 0.12645 -1.63742
H -0.87929 -1.42492 -0.06434
H 0.54938 -0.12595 -2.41117
H -0.23166 -1.71869 -2.59717
H 1.40164 -1.61857 -1.70916
H 0.93964 1.93684 -0.07771
H 0.76905 -1.78753 1.65504
H 1.91984 -0.30923 1.82175
H -1.20714 1.95716 2.76526


# 8
Entry from the OMol25 dataset: a cluster of 3 separate species, C5H11NOS in total in a non-equilibrium geometry (ωB97M-V/def2-TZVPD).

Its HOMO energy is -8.095 eV. The HOMO-LUMO gap is 7.93 eV. The calculation puts the relative energy (zero: lowest compared OMol25 entry of this formula, charge and spin) at 227.5 kcal per mole. The lowest unoccupied orbital energy comes out at -0.2 eV.

Geometry (Å):
C -1.21835 1.72844 -1.23538
C 0.53442 0.54106 0.58736
C -0.70712 -0.01597 1.17087
C -0.61635 -1.17833 0.06618
C 0.83854 -0.82405 -0.42397
H -2.12044 2.14483 -0.38523
H -1.49062 0.67513 -2.00074
H -1.29534 2.47057 -2.18713
H 1.50071 0.72008 1.07384
H -1.55065 0.59860 1.46672
H -0.43427 -0.47238 2.05584
H -1.45477 -0.89118 -0.66390
H -1.99426 -2.33874 1.16712
H -0.46177 -3.21334 -0.18705
H 1.14827 -0.43288 -1.32904
H 1.19986 -1.88740 1.35691
N -0.66308 -2.46423 0.72449
O 1.72241 -1.85342 -0.06046
S 0.30180 2.07480 -0.37159


# 9
Entry from the OMol25 dataset: an isolated molecule of C5H11NOS in a non-equilibrium geometry (ωB97M-V/def2-TZVPD).

Its SMILES is C=NOC(C)(C)CS. Its HOMO energy is -8.843 eV. The HOMO-LUMO gap is 9.62 eV. The calculation puts the relative energy (zero: lowest compared OMol25 entry of this formula, charge and spin) at 139.7 kcal per mole. The lowest unoccupied orbital energy comes out at 0.8 eV.

Geometry (Å):
C 1.93385 2.17258 0.33579
N 1.22905 1.16762 0.59986
O 0.76779 0.47957 -0.50170
C -0.20977 -0.58430 -0.22668
C -0.55321 -0.71097 -1.76192
C 0.42537 -1.86570 0.45506
C -1.42618 0.16567 0.40106
S -1.44464 -0.05425 2.33843
H 2.41996 2.58989 1.15830
H 1.88115 2.55859 -0.74289
H -1.37074 -1.40081 -2.19010
H 0.23841 -1.00393 -2.48670
H -0.74535 0.40498 -2.02990
H 1.17858 -1.29800 1.18027
H 0.89634 -2.39200 -0.62581
H -0.46774 -2.41820 1.02018
H -1.36154 1.15715 0.10247
H -2.52209 -0.30324 0.42044
H -0.86923 1.33536 2.55383


# 10
Entry from the OMol25 dataset: a structure of composition C5H11NOS2 in a non-equilibrium geometry (ωB97M-V/def2-TZVPD).

As for the spin multiplicity: 3. Its HOMO energy (alpha / beta) is -6.572 / -8.424 eV. The HOMO-LUMO gap (alpha / beta) is 7.31 / 6.54 eV. The calculation puts the relative energy (zero: lowest compared OMol25 entry of this formula, charge and spin) at 0.0 kcal per mole. The lowest unoccupied orbital energy (alpha / beta) comes out at 0.7 / -1.9 eV.

Geometry (Å):
C 1.39887 0.52311 -0.00534
C 2.45610 0.66372 1.10686
C -2.52984 1.82018 0.16707
C -0.04389 -2.65133 -0.65300
C 0.02981 0.87033 0.42044
N 1.69257 0.21752 -1.18647
O -2.06375 -0.90173 -1.24092
S -1.14916 1.05018 -0.82472
S -1.65556 -2.05306 -0.18366
H 3.05019 1.48411 0.82981
H 3.17513 -0.25896 1.12282
H 2.03505 0.79767 2.16531
H -3.28029 1.79984 -0.56058
H -2.12559 2.82686 0.49198
H -2.82763 1.20055 0.99061
H 0.22900 -3.23101 0.22347
H 0.79684 -1.92820 -0.83653
H 0.01172 -3.30528 -1.51632
H -0.28199 0.81361 1.43395
H 1.08241 0.26188 -1.94477


# 11
Entry from the OMol25 dataset: a structure of composition C5H11NP in a non-equilibrium geometry (ωB97M-V/def2-TZVPD).

Its HOMO energy is -13.650 eV. The HOMO-LUMO gap is 9.63 eV. The calculation puts the relative energy (zero: lowest compared OMol25 entry of this formula, charge and spin) at 40.2 kcal per mole. As for the charge: +1. The lowest unoccupied orbital energy comes out at -4.0 eV.

Geometry (Å):
C 0.15086 1.34494 -0.84669
C 0.19180 -0.13384 -0.86521
C -2.02328 -0.19643 -0.20940
C 1.49673 1.93314 -1.42070
C -0.37778 -0.59016 1.47528
N -0.72818 -0.78075 0.08463
P -1.25872 2.12649 -0.35176
H 0.04478 -0.38429 -1.94300
H 1.31364 -0.46082 -0.69248
H -2.24214 -0.50625 -1.22821
H -2.75029 -0.57781 0.47255
H 2.34443 1.31839 -1.09254
H 1.56061 2.91751 -0.88984
H 1.49298 1.86655 -2.50719
H -0.59332 0.36019 1.87637
H -0.96771 -1.33257 2.02065
H 0.69989 -0.81857 1.69681
H -0.84805 -1.75932 0.00008


# 12
Entry from the OMol25 dataset: a structure of composition C5H11NPTb in a non-equilibrium geometry (ωB97M-V/def2-TZVPD).

As for the spin multiplicity: 7. Its HOMO energy (alpha / beta) is -5.292 / -6.556 eV. The HOMO-LUMO gap (alpha / beta) is 4.84 / 6.22 eV. The calculation puts the relative energy (zero: lowest compared OMol25 entry of this formula, charge and spin) at 0.0 kcal per mole. The lowest unoccupied orbital energy (alpha / beta) comes out at -0.5 / -0.3 eV.

Geometry (Å):
C -0.62389 0.67130 -1.45662
C -1.19966 1.88642 -1.93172
C -0.24202 2.91544 -1.75514
C 0.96978 2.36551 -1.30556
C 0.74345 0.97485 -1.03458
Tb 0.41333 -1.23371 0.96458
P 0.04597 -3.90517 0.28320
H -1.06298 -0.34289 -1.46420
H -2.21136 2.01034 -2.31882
H -0.42293 3.97261 -1.94422
H 1.53237 0.22614 -0.79549
H 1.90724 2.89304 -1.13048
H 1.11253 -4.71069 -0.30533
H -1.05042 -4.53368 -0.40721
H -0.06483 -4.63610 1.53112
N 0.59112 0.85103 2.10954
H 0.09117 1.50978 1.50482
H 1.58401 1.10375 2.08603
H 0.25363 0.94333 3.07138


> What is the relative energy (zero: lowest compared OMol25 entry of this formula, charge and spin) in the ninth record?

139.7 kcal per mole


> Look up the relative energy (zero: lowest compared OMol25 entry of this formula, charge and spin) of the tenth one.

0.0 kcal per mole


> What is the relative energy (zero: lowest compared OMol25 entry of this formula, charge and spin) in the ninth record?

139.7 kcal per mole